The following is a quantum chemistry calculation of C27H18ClIN2O6Pd as an isolated structure in a non-equilibrium geometry, from the OMol25 dataset.

Structure (XYZ):
```
56
Properties=species:S:1:pos:R:3:forces:R:3
Pd 0.391206 0.821769 -0.917407 1.741 -0.122 0.387
O -5.161485 1.681317 4.270167 -0.068 0.014 -0.015
C -4.366501 2.340929 3.396037 0.132 0.071 0.106
O -4.548338 3.510208 3.200019 -0.043 -0.035 -0.011
C -3.280271 1.564544 2.731137 -0.035 -0.005 -0.078
C -3.143435 0.179964 2.801891 0.064 0.059 0.044
C -2.147448 -0.481233 2.110913 0.043 0.007 -0.060
C -1.243377 0.236712 1.306687 0.133 -0.061 -0.138
C -1.327614 1.643466 1.320716 0.142 -0.021 -0.119
C -2.347616 2.285205 1.985356 -0.074 -0.020 0.011
N -0.269989 -0.345127 0.525228 -0.307 -0.145 -0.292
C -0.315696 -1.764930 0.360714 -0.127 0.260 -0.028
C 1.497488 -1.946842 -1.174242 -0.147 0.076 -0.108
C 2.386206 -3.009123 -1.192138 -0.006 0.051 -0.094
C 3.701103 -2.744047 -1.532964 -0.015 0.042 -0.010
C 4.081083 -1.445509 -1.843420 -0.077 -0.037 -0.030
C 3.127283 -0.447427 -1.791860 0.083 0.168 -0.027
N 1.860327 -0.702576 -1.463665 -0.464 0.240 0.716
H -4.874182 0.768678 4.372017 0.018 -0.018 0.008
H -3.813191 -0.428974 3.399035 -0.034 -0.008 -0.024
H -2.066198 -1.553501 2.218689 -0.037 -0.037 -0.024
H -0.556355 2.236891 0.826339 -0.077 -0.058 0.058
H -2.430413 3.362967 1.965503 -0.004 0.006 -0.018
H -1.340865 -2.146768 0.371379 -0.010 0.001 -0.046
H 2.041617 -4.003713 -0.949177 -0.035 0.004 -0.001
H 4.423473 -3.547900 -1.559502 0.026 -0.015 0.012
H 5.097246 -1.206148 -2.117330 0.017 0.016 -0.002
H 3.355733 0.587890 -2.011609 -0.018 0.005 0.036
I -0.316537 -8.729953 2.343363 -0.003 0.007 0.001
C -0.068160 -6.682988 2.039420 -0.005 -0.019 -0.002
C -0.701533 -6.069026 0.968963 0.002 -0.005 0.011
C -0.532598 -4.707585 0.768013 0.016 -0.002 0.026
C 0.270203 -3.962785 1.629446 0.041 -0.035 -0.045
C 0.900930 -4.597566 2.697706 -0.019 0.014 -0.012
C 0.732615 -5.953169 2.909591 -0.008 -0.012 -0.011
C 0.510330 -2.500144 1.447299 -0.032 0.015 0.056
O 1.315784 -1.901748 2.114053 -0.013 -0.017 -0.024
O 0.171455 -2.151371 -0.929553 0.216 -0.247 0.131
H -1.320984 -6.644581 0.295740 0.000 -0.007 -0.004
H -1.015943 -4.242649 -0.079644 -0.009 0.012 -0.021
H 1.522278 -4.007727 3.357576 0.015 0.009 0.008
H 1.220225 -6.440657 3.741527 0.007 -0.011 0.015
Cl 0.693429 8.597279 -4.369976 0.001 0.011 -0.002
C 0.655337 6.965259 -3.776397 -0.004 0.000 0.001
C 1.845154 6.269293 -3.633634 -0.009 -0.010 0.006
C 1.808540 4.971761 -3.151180 -0.020 0.030 0.061
C 0.593798 4.373503 -2.836832 0.063 -0.029 -0.019
C -0.589973 5.084274 -2.994443 0.010 -0.037 -0.086
C -0.563747 6.389129 -3.456339 0.005 0.007 -0.009
C 0.553630 2.979818 -2.310504 -0.666 -0.109 -0.422
O -0.476004 2.272316 -2.462320 -0.285 0.859 0.088
O 1.560084 2.523733 -1.685898 -0.126 -0.845 -0.016
H 2.781225 6.743028 -3.892226 0.011 0.008 -0.004
H 2.724879 4.415308 -3.012561 0.014 -0.018 0.009
H -1.528707 4.603644 -2.756896 -0.006 -0.018 0.015
H -1.475502 6.956882 -3.572805 -0.014 0.012 -0.007
```
Positions in Å, forces in eV/Å.

Values from the calculation:
Frontier orbital gap (alpha / beta) ... 0.2419 / 0.2420 Eh
Energy ... -67658.8465 eV
Energy relative to the best compared isomer or geometry (same formula, charge and spin) ... 29.9 kcal/mol
LUMO level (alpha / beta) ... -1.6 / -1.6 eV
HOMO (alpha / beta) ... -8.1 / -8.1 eV

---

The following is a quantum chemistry calculation of C27H18IN5O4Ru as an isolated structure in a non-equilibrium geometry, from the OMol25 dataset.

Structure (XYZ):
```
56
Properties=species:S:1:pos:R:3:forces:R:3
Ru -0.280293 -0.276550 -0.636500 0.922 0.895 -0.050
O -2.213562 0.027056 -0.309273 -0.425 -0.395 0.515
C -2.877707 1.119227 -0.482930 0.368 0.211 -0.307
C -4.240209 1.140259 -0.096328 -0.085 -0.077 0.056
C -5.006537 2.265090 -0.229355 0.092 0.057 -0.052
C -4.463565 3.440814 -0.774604 -0.219 0.124 0.020
C -3.156865 3.443329 -1.177733 0.100 0.084 -0.073
C -2.333838 2.309931 -1.057018 -0.315 -0.208 0.184
C -0.968765 2.446051 -1.449536 -0.296 0.617 -0.267
N -0.065274 1.551464 -1.407085 0.603 -0.328 0.436
C 1.315785 1.938766 -1.726549 0.075 -0.251 -0.035
C 2.288979 0.740131 -1.654508 -0.178 0.184 -0.014
N 1.659865 -0.448094 -1.064199 -0.489 0.619 -0.238
C 2.346360 -1.513805 -0.947285 0.605 -0.492 0.066
C 1.906966 -2.767247 -0.425047 -0.234 -0.235 0.131
C 2.848333 -3.817693 -0.390871 0.117 0.074 -0.073
C 2.538997 -5.058598 0.083958 0.126 -0.240 0.045
C 1.233883 -5.307110 0.551853 0.057 0.083 -0.047
C 0.290380 -4.321704 0.540217 -0.052 -0.122 0.088
C 0.580220 -3.013541 0.065120 0.280 0.401 -0.194
O -0.350082 -2.134120 0.103579 -0.533 -0.487 0.321
H -4.645563 0.229578 0.326093 0.041 0.003 -0.004
H -6.040519 2.246136 0.093804 -0.009 0.015 -0.008
H -5.065692 4.335331 -0.869789 -0.013 -0.034 -0.001
H -2.727917 4.349709 -1.594932 0.014 -0.037 0.007
H -0.668519 3.432287 -1.816377 -0.117 0.016 0.014
H 1.631814 2.707855 -1.022042 -0.037 0.008 0.110
H 1.353094 2.372770 -2.726550 -0.020 0.024 -0.047
H 3.155163 1.024320 -1.056001 0.043 -0.021 0.042
H 2.649124 0.496759 -2.654819 -0.046 -0.074 -0.059
H 3.389298 -1.468296 -1.277239 -0.003 -0.111 0.045
H 3.850913 -3.622838 -0.761244 -0.038 0.024 0.007
H 3.288681 -5.839232 0.094593 -0.043 -0.010 0.004
H 0.970489 -6.290701 0.921487 0.018 -0.016 -0.003
H -0.716494 -4.504658 0.891754 -0.007 0.054 -0.005
I 2.434356 1.861228 7.774050 -0.028 -0.008 -0.091
C 1.664077 1.689965 5.827466 0.028 0.064 0.119
C 1.831450 0.504125 5.132777 0.000 -0.048 -0.067
C 1.315119 0.397862 3.847144 0.058 -0.058 0.008
C 0.633216 1.459863 3.269569 -0.073 0.045 0.059
C 0.475862 2.639991 3.985974 0.010 -0.010 0.041
C 0.993685 2.767162 5.267698 -0.019 -0.012 -0.073
C 0.029600 1.352552 1.882329 0.111 0.077 -0.014
O -0.716695 2.237986 1.481720 0.083 -0.016 0.062
O 0.407943 0.303086 1.245708 -0.370 -0.126 -0.300
H 2.354799 -0.326935 5.586385 -0.009 0.002 -0.019
H 1.431621 -0.514331 3.275920 -0.007 0.006 0.036
H -0.066629 3.450732 3.518214 -0.016 0.011 0.012
H 0.873128 3.687902 5.822677 -0.005 -0.013 -0.007
N -0.708544 -0.942693 -2.453001 -0.022 -0.128 -0.179
C -0.722932 -1.340095 -3.538019 -0.030 -0.234 -0.372
C -0.735754 -1.818821 -4.840147 -0.020 -0.044 -0.127
C -1.185198 -3.137019 -5.121838 -0.061 0.076 0.090
N -1.554239 -4.205995 -5.356996 0.065 0.107 0.013
C -0.295584 -0.987046 -5.902757 0.019 -0.009 0.098
N 0.063773 -0.312197 -6.769515 -0.016 -0.039 0.096
```
Positions in Å, forces in eV/Å.

Values from the calculation:
Frontier orbital gap (alpha / beta) ... 0.2619 / 0.2552 Eh
Energy ... -54617.8106 eV
2S+1 ... 2
Net charge ... -1
Energy relative to the best compared isomer or geometry (same formula, charge and spin) ... 0.0 kcal/mol
LUMO level (alpha / beta) ... 1.9 / 1.6 eV
HOMO (alpha / beta) ... -5.2 / -5.4 eV

---

The following is a quantum chemistry calculation of C27H18N5O2RbS2 as an isolated structure in a non-equilibrium geometry, from the OMol25 dataset.

Structure (XYZ):
```
55
Properties=species:S:1:pos:R:3:forces:R:3
Rb -0.978269 -0.340607 0.928644 -0.004 -0.409 0.847
C 0.730108 -4.603975 -0.517153 0.263 0.106 -0.257
C 1.702960 -4.486713 -1.501221 -0.345 -0.187 0.291
C 2.508687 -3.365718 -1.515445 0.123 0.504 0.213
C 2.310768 -2.368172 -0.549871 -0.600 -1.157 -0.186
N 1.352932 -2.483756 0.375698 0.464 0.518 -0.134
C 0.597200 -3.559127 0.389504 -0.263 -0.538 0.160
C 3.121621 -1.146344 -0.487027 1.237 0.505 -0.357
C 4.413252 -1.059632 -1.053542 -0.628 0.129 0.340
C 5.085807 0.147982 -0.950800 0.049 -0.204 -0.129
C 4.499116 1.217149 -0.304933 -0.845 -0.031 0.408
C 3.209446 1.038365 0.252850 1.323 -0.801 -0.905
N 2.577777 -0.124576 0.149290 -0.323 0.306 -0.036
C 2.504752 2.087922 0.980428 -0.770 1.335 0.835
C 2.892898 3.440196 0.947796 0.069 -0.729 -0.249
C 2.182675 4.365415 1.681777 -0.464 0.107 0.410
C 1.104885 3.937442 2.449679 0.303 -0.011 -0.277
C 0.779355 2.584397 2.406227 -0.248 0.438 0.443
N 1.443903 1.695111 1.703587 0.605 -0.254 -0.532
H 0.094551 -5.473718 -0.456624 -0.096 -0.012 0.014
H 1.822566 -5.262457 -2.247123 0.043 0.012 -0.007
H 3.262599 -3.259326 -2.280640 0.072 0.086 -0.056
H -0.135401 -3.602382 1.187344 -0.129 -0.044 0.023
H 4.879500 -1.908645 -1.531420 -0.040 -0.040 -0.023
H 6.077361 0.251059 -1.376478 -0.007 -0.006 0.030
H 5.026531 2.154375 -0.214353 0.004 0.053 0.030
H 3.724961 3.767537 0.341444 0.047 -0.046 -0.050
H 2.456507 5.414811 1.660725 0.026 -0.070 -0.006
H 0.535826 4.626173 3.057149 -0.060 -0.022 -0.010
H -0.047659 2.194947 2.988255 -0.117 0.050 0.047
S -3.709945 -0.477481 4.013946 -0.565 0.493 -0.251
C -2.954653 -1.565775 5.085589 0.462 0.389 -1.060
S -1.420724 -2.155926 4.630780 0.765 -0.497 0.103
C -3.570320 -1.951226 6.283981 0.165 0.079 -0.314
C -2.957852 -2.791618 7.208558 0.465 -0.575 0.541
N -2.493386 -3.479101 8.015178 0.065 -0.166 0.224
C -4.845588 -1.515116 6.632811 -0.883 0.389 0.194
N -5.902917 -1.180688 6.964361 -0.187 0.008 0.136
C -2.123672 3.482356 -2.034519 0.031 -0.160 0.277
C -2.133055 1.980688 -1.721958 0.028 0.653 0.154
O -1.871299 1.642333 -0.572746 -0.030 0.441 -0.243
C -2.416432 1.079469 -2.810322 0.072 -0.539 0.071
C -2.833218 1.562862 -4.060888 -0.050 0.022 -0.098
C -3.049773 0.738706 -5.134945 -0.111 0.325 -0.300
C -2.838451 -0.640309 -4.985860 -0.013 -0.137 0.008
C -2.452348 -1.158987 -3.789268 0.039 -0.300 -0.103
C -2.226482 -0.349124 -2.617494 -0.126 0.193 -0.184
O -1.882055 -0.877451 -1.541590 0.177 -0.325 0.053
H -1.824614 4.015375 -1.134635 -0.010 -0.037 0.030
H -3.114668 3.819289 -2.331193 -0.067 0.080 -0.085
H -1.419584 3.699908 -2.834252 0.006 0.073 -0.136
H -3.017090 2.621939 -4.192333 0.067 0.040 0.041
H -3.382920 1.142096 -6.083844 0.004 0.026 0.021
H -2.995733 -1.295041 -5.837622 -0.003 -0.046 0.020
H -2.300436 -2.224911 -3.665501 0.009 -0.017 0.023
```
Positions in Å, forces in eV/Å.

Values from the calculation:
Frontier orbital gap ... 0.1235 Eh
Energy ... -62164.2374 eV
Net charge ... -2
Energy relative to the best compared isomer or geometry (same formula, charge and spin) ... 31.1 kcal/mol
LUMO level ... 3.2 eV
HOMO ... -0.2 eV

---

The following is a quantum chemistry calculation of C27H19Br2F6HgN4O8S2 as an isolated structure in a non-equilibrium geometry, from the OMol25 dataset.

Structure (XYZ):
```
69
Properties=species:S:1:pos:R:3:forces:R:3
Hg -6.646296 -15.174368 9.723615 -0.819 0.519 -0.280
Br -3.761048 -19.308513 11.634351 -0.268 0.169 -0.095
C -4.920054 -18.153631 12.593336 -0.846 0.774 0.030
C -5.217765 -18.504992 13.933788 -0.224 0.946 -0.909
C -5.922783 -17.606984 14.701345 -0.217 -0.041 -0.590
Br -6.080246 -18.081517 16.519851 -0.388 0.121 0.565
C -6.398419 -16.370524 14.175931 1.508 -1.231 -1.241
C -6.967403 -15.358047 14.917400 -0.799 0.671 0.041
C -7.115974 -14.088840 14.403597 0.683 -1.943 0.359
C -6.567315 -13.791281 13.164474 -1.055 -0.481 -0.327
N -6.183201 -14.793041 12.390695 -0.177 1.437 -1.517
C -6.136588 -16.076298 12.778589 0.101 1.603 3.402
C -5.472599 -16.970722 11.941271 1.093 -3.483 -0.848
O -5.372167 -16.825532 10.672249 -0.382 1.057 -0.506
H -4.954638 -19.468551 14.368537 0.317 0.334 -0.313
H -7.343524 -15.657799 15.871470 -0.168 0.292 0.674
H -7.664439 -13.390514 14.936819 -0.675 1.477 1.013
H -6.668618 -12.731681 12.863849 0.573 -0.866 -0.747
F -3.176258 -14.031917 3.518096 -0.781 -0.314 0.551
C -4.273829 -14.760687 3.849937 -0.620 0.371 -1.437
F -4.496699 -15.562640 2.748594 0.501 -0.174 1.321
F -5.367583 -13.973008 3.861587 0.776 0.076 0.432
S -4.061022 -15.646846 5.507112 1.520 0.551 -1.276
O -5.343386 -16.211185 5.796869 0.191 -0.358 0.135
O -2.898118 -16.482519 5.231927 -1.270 0.335 0.531
N -3.728979 -14.324922 6.305160 0.393 0.432 1.119
S -3.563675 -14.224926 7.895547 -3.061 1.548 -1.861
O -4.868304 -13.815036 8.491399 2.088 -0.873 -0.230
O -2.816475 -15.301341 8.417330 0.746 -0.899 1.253
C -2.537494 -12.641877 8.187965 -1.172 -0.369 0.367
F -1.244757 -12.853954 7.913412 -0.611 0.352 0.421
F -2.712700 -12.393220 9.553682 0.713 0.016 -2.179
F -2.992936 -11.605714 7.460664 0.609 -0.895 1.015
O -7.627051 -11.028849 11.042009 -0.041 1.714 1.038
C -7.433154 -9.611215 11.084420 0.499 -0.439 0.415
C -6.233861 -9.115719 10.236898 1.283 1.784 -0.160
C -5.594431 -9.927003 9.036903 -0.729 -0.588 -0.069
C -6.215445 -9.783459 7.626924 -0.442 1.097 -0.353
C -7.562023 -9.418526 7.374026 -0.057 0.216 1.706
C -8.038669 -9.251569 6.105551 -0.130 0.705 -0.177
C -7.156147 -9.391779 5.073381 0.176 -0.271 -0.240
C -5.864530 -9.743070 5.360375 0.389 0.210 -0.744
N -5.392699 -9.885915 6.565948 0.297 -0.576 2.704
H -7.521912 -11.251312 10.114686 -0.148 -0.891 -1.238
H -7.210982 -9.399537 12.164090 -0.265 0.106 -0.885
H -8.285752 -8.978480 10.792729 -0.421 -0.696 0.079
H -5.453151 -8.940429 10.997929 0.273 -0.521 -0.497
H -6.402917 -8.010013 9.940736 -0.167 -1.658 0.006
H -5.580488 -11.011838 9.276440 -0.352 0.550 -0.105
H -4.524361 -9.734254 8.923915 -0.155 0.569 0.104
H -8.276172 -9.198286 8.175390 0.587 -0.383 0.068
H -9.039010 -8.892968 5.857994 0.082 -0.299 0.491
H -7.493276 -9.177916 4.100848 -0.112 -0.011 -1.290
H -5.084454 -9.865434 4.635132 -0.039 0.012 -0.863
O -9.670401 -15.974827 8.348937 0.448 -1.451 0.659
C -9.506418 -14.763611 8.351126 -0.945 0.331 -0.516
N -8.381206 -14.073494 8.859356 1.005 -0.870 0.122
C -8.450161 -12.743261 8.491685 -1.537 0.434 -1.269
O -7.571793 -11.850853 8.521076 0.320 -0.692 1.001
C -9.778139 -12.548622 7.887714 1.647 -0.707 0.599
C -10.397647 -11.380794 7.519024 -0.906 -0.439 0.194
C -11.696721 -11.536936 7.086297 -0.018 2.632 0.064
C -12.403225 -12.725494 7.010228 -1.019 -0.898 -0.294
C -11.764122 -13.882936 7.343704 -0.117 -1.672 0.767
C -10.450423 -13.803566 7.775930 2.029 0.479 0.919
H -9.991793 -10.405147 7.734706 0.102 0.007 -0.246
H -12.203931 -10.590605 6.975485 -0.531 0.100 -0.421
H -13.474077 -12.773004 6.772233 0.486 0.309 -0.027
H -12.278154 -14.858055 7.454217 0.228 0.653 -0.412
```
Positions in Å, forces in eV/Å.

Values from the calculation:
Frontier orbital gap (alpha / beta) ... 0.1165 / 0.2545 Eh
Energy ... -232881.9254 eV
2S+1 ... 2
Net charge ... -2
Energy relative to the best compared isomer or geometry (same formula, charge and spin) ... 14.3 kcal/mol
LUMO level (alpha / beta) ... 3.4 / 3.4 eV
HOMO (alpha / beta) ... 0.3 / -3.5 eV